(i)
This record from the Open Molecules 2025 dataset describes a cluster of 2 separate species, C3H10NOS in total. The level of theory is the ωB97M-V functional and the def2-TZVPD basis.

Values from the calculation:
LUMO level, eV: -3.847
HOMO energy, eV: -14.1
Net charge: +1
HOMO-LUMO gap, Eh: 0.3783

Last columns: bonded neighbours and bond lengths (Å).
Geometry (Å):
1 C 1.719 0.331 -1.474  N4 1.420, H7 1.065, H8 1.055, H9 1.147
2 C -1.628 -1.636 1.103  S6 1.823, H10 1.144, H11 1.120, H12 1.131
3 C 0.672 -0.124 0.600  N4 1.286, S6 1.671, H13 1.128
4 N 0.765 -0.339 -0.664  C1 1.420, C3 1.286, H14 1.055
5 O -0.972 1.844 0.257  H15 0.999, H16 0.970
6 S -0.330 -0.597 1.851  C2 1.823, C3 1.671
7 H 2.321 0.775 -0.715  C1 1.065
8 H 2.365 -0.363 -1.939  C1 1.055
9 H 1.377 1.079 -2.273  C1 1.147
10 H -2.388 -0.870 0.722  C2 1.144
11 H -1.957 -2.365 1.887  C2 1.120
12 H -1.025 -1.982 0.210  C2 1.131
13 H 1.400 0.652 0.976  C3 1.128
14 H 0.177 -1.131 -1.042  N4 1.055
15 H -1.251 2.379 -0.540  O5 0.999
16 H -1.245 2.345 1.042  O5 0.970

These are the Mulliken partial charges, in e, on atoms 1 to 5: C -0.75; C -0.79; C 0.24; N -0.02; O -0.55



(ii)
This record from the Open Molecules 2025 dataset describes the ion C3H10NOS with charge +1. The level of theory is the ωB97M-V functional and the def2-TZVPD basis.

Values from the calculation:
LUMO level, eV: -3.290
HOMO energy, eV: -13.8
Net charge: +1
HOMO-LUMO gap, Eh: 0.3852
SMILES: [NH3+][C@@H](CO)CS

Last columns: bonded neighbours and bond lengths (Å).
Geometry (Å):
1 C -0.723 -1.140 0.797  O2 1.392, C3 1.583, H7 1.119, H8 1.124
2 O -0.133 -2.323 0.360  C1 1.392, H9 0.943
3 C -0.166 0.045 -0.092  C1 1.583, C4 1.500, N6 1.466, H10 1.072
4 C -0.075 1.439 0.453  C3 1.500, S5 1.872, H11 1.079, H12 1.203
5 S 0.721 2.690 -0.690  C4 1.872, H13 1.366
6 N 1.045 -0.438 -0.763  C3 1.466, H14 0.963, H15 1.034, H16 1.028
7 H -1.839 -1.090 0.729  C1 1.119
8 H -0.363 -0.631 1.732  C1 1.124
9 H -0.565 -3.161 0.341  O2 0.943
10 H -0.983 0.233 -0.761  C3 1.072
11 H -1.064 1.780 0.718  C4 1.079
12 H 0.462 1.228 1.508  C4 1.203
13 H -0.346 3.042 -1.467  S5 1.366
14 H 0.990 -0.630 -1.706  N6 0.963
15 H 1.714 0.345 -0.671  N6 1.034
16 H 1.326 -1.388 -0.488  N6 1.028

These are the Mulliken partial charges, in e, on atoms 1 to 5: C -0.16; O -0.54; C 0.13; C -1.02; S -0.17



Quick look at relative energies in kcal/mol: (i) 0.0; (ii) 17.3.